Arrangement 1

Here is a molecular structure, C5H10S from the Open Molecules 2025 dataset. Energies are from ωB97M-V with the def2-TZVPD basis set.

```
! RIJCOSX wB97M-V def2-TZVPD def2/J DEFGRID3
* xyz 0 1
C 0.18661 -1.27258 1.17472
C 0.26994 -0.26863 0.01750
C 0.75894 -1.01854 -1.27764
C -0.97935 0.74100 -0.24303
C -0.45832 2.06151 0.32465
H -0.16612 -0.75846 2.08934
H 1.16814 -1.63609 1.53646
H -0.43737 -2.11850 0.90779
H 1.14665 -0.36943 -2.09568
H 0.00133 -1.72474 -1.52307
H 1.67408 -1.60163 -0.93456
H -1.06314 0.87280 -1.35684
H -1.90694 0.43709 0.20381
H -0.42041 2.82840 -0.46603
H -0.95176 2.53064 1.20945
S 1.17774 1.29715 0.43314
*
```

The value obtained for the HOMO energy is -0.3125 Eh.


Arrangement 2

Here is a molecular structure, C5H10S from the Open Molecules 2025 dataset. Energies are from ωB97M-V with the def2-TZVPD basis set.

```
! RIJCOSX wB97M-V def2-TZVPD def2/J DEFGRID3
* xyz 0 1
C -0.75258 1.64456 -0.09224
C -0.63851 -0.04031 -0.05024
C -2.09992 -0.72914 0.01864
C 0.23710 -0.40767 1.21638
C 0.17365 -0.54211 -1.02931
H 0.25604 2.03832 0.88656
H -0.44137 2.18121 -1.32784
H -1.99628 1.90590 0.38097
H -2.88483 0.13631 -0.57171
H -2.04861 -1.77693 -0.23321
H -2.31593 -0.42342 1.18726
H 0.58679 0.18012 2.19642
H 0.12308 -1.66134 1.27296
H 0.34396 -1.70005 -1.04600
H 0.17942 -0.43777 -2.46128
S 1.66745 0.00036 -0.04147
*
```

The value obtained for the HOMO energy is -0.3086 Eh.


Most stable of them? arrangement 1.


Arrangement 1

Here is 2 unconnected molecules or ions with the total composition C2H4O3P from the Open Molecules 2025 dataset. Energies are from ωB97M-V with the def2-TZVPD basis set.

```
! RIJCOSX wB97M-V def2-TZVPD def2/J DEFGRID3
* xyz -1 1
C 1.06472 0.89270 0.09539
C 1.47141 -0.37947 0.42840
O -1.80840 -0.22971 0.38570
O -3.21410 0.26076 -1.49579
O 0.54031 -1.33114 0.79603
P -1.94745 -0.43215 -1.13695
H 1.73815 1.54392 -0.41295
H 0.12006 1.27557 0.27021
H 2.38135 -0.83035 0.35181
H -0.34605 -0.77014 0.71815
*
```

The value obtained for the HOMO energy is -0.1702 Eh.


Arrangement 2

Here is a gas-phase ion, C2H4O3P (charge -1) from the Open Molecules 2025 dataset. Energies are from ωB97M-V with the def2-TZVPD basis set.

```
! RIJCOSX wB97M-V def2-TZVPD def2/J DEFGRID3
* xyz -1 1
C 0.07080 -0.03970 -0.32410
C -1.31919 0.47254 0.23927
O 0.64409 0.63676 -1.34998
O -0.05114 -1.39085 -0.38063
O 2.65187 -0.46493 0.50295
P 1.66762 0.66998 0.48289
H -1.12277 1.60496 0.45700
H -1.24664 -0.01680 1.08930
H -2.20060 0.33075 -0.36921
H 0.90596 -1.80270 -0.34749
*
```

The value obtained for the HOMO energy is -0.1087 Eh. The SMILES is C[C@@]1(O)OP1[O-].


Arrangement 3

Here is 2 unconnected molecules or ions with the total composition C2H4O3P from the Open Molecules 2025 dataset. Energies are from ωB97M-V with the def2-TZVPD basis set.

```
! RIJCOSX wB97M-V def2-TZVPD def2/J DEFGRID3
* xyz -1 1
C 3.90575 0.62158 -1.08645
C -1.79876 -0.07102 0.36063
O 0.69132 0.21992 1.35588
O 3.08574 0.01037 -0.61340
O 0.40910 -1.18049 -0.67406
P 0.00637 -0.04316 0.09662
H 0.18410 0.99331 -0.87374
H -1.99739 0.27737 1.38869
H -2.52562 0.27454 -0.32864
H -1.96060 -1.10242 0.37446
*
```

The value obtained for the HOMO energy is -0.1620 Eh.


Most stable of them? arrangement 3.


Arrangement 1

Here is 2 unconnected molecules or ions with the total composition C3H4NO from the Open Molecules 2025 dataset. Energies are from ωB97M-V with the def2-TZVPD basis set.

```
! RIJCOSX wB97M-V def2-TZVPD def2/J DEFGRID3
* xyz 1 1
C -0.63007 -0.82158 -0.15521
C -3.72350 -0.00065 0.03783
C 1.08033 0.83407 0.03407
N 0.20983 -0.02003 0.11823
O -4.82235 0.12334 -0.15779
H -1.66620 -0.47565 -0.01867
H -0.31725 -1.80158 -0.46520
H 0.86185 1.57815 -0.82510
H 1.56890 1.24244 0.95888
*
```

The value obtained for the HOMO energy is -0.6282 Eh.


Arrangement 2

Here is a gas-phase ion, C3H4NO (charge +1) from the Open Molecules 2025 dataset. Energies are from ωB97M-V with the def2-TZVPD basis set.

```
! RIJCOSX wB97M-V def2-TZVPD def2/J DEFGRID3
* xyz 1 1
C 1.04328 -0.10418 -0.00132
C -0.77931 1.29048 -0.00007
C 0.04712 -1.12644 0.00116
N -1.20785 -0.96875 -0.00061
O -1.62142 0.41352 0.00033
H 1.54664 0.16458 -0.91972
H -0.92196 2.36068 0.00450
H 0.33722 -2.17844 -0.00315
H 1.55628 0.14854 0.91888
*
```

The value obtained for the HOMO energy is -0.6044 Eh.


Arrangement 3

Here is a gas-phase ion, C3H4NO (charge +1) from the Open Molecules 2025 dataset. Energies are from ωB97M-V with the def2-TZVPD basis set.

```
! RIJCOSX wB97M-V def2-TZVPD def2/J DEFGRID3
* xyz 1 1
C 0.83658 -0.02836 0.00889
C -0.53723 1.18632 0.01359
C -0.06831 -1.16111 -0.05208
N -1.35103 -0.93358 0.04761
O -1.51576 0.50958 -0.03463
H 1.50858 0.36967 -0.76173
H -0.54837 2.23108 -0.29269
H 0.22732 -2.17417 0.09588
H 1.44821 0.00057 0.97515
*
```

The value obtained for the HOMO energy is -0.6490 Eh.


Arrangement 4

Here is 2 unconnected molecules or ions with the total composition C3H4NO from the Open Molecules 2025 dataset. Energies are from ωB97M-V with the def2-TZVPD basis set.

```
! RIJCOSX wB97M-V def2-TZVPD def2/J DEFGRID3
* xyz 1 1
C 0.20415 1.17714 0.02650
C 1.13966 -0.72779 -0.00332
C -0.88117 0.14190 -0.09303
N -0.05178 -1.07734 -0.04822
O 1.33698 0.67283 -0.06508
H 0.19963 2.32609 0.17386
H 2.29405 -2.85346 0.62832
H -1.60532 -0.02085 0.75983
H -1.56507 0.01155 -0.96602
*
```

The value obtained for the HOMO energy (spin up / spin down) is -0.5652 / -0.6028 Eh.


Most stable of them? arrangement 1.


Arrangement 1

Here is a molecular structure, C3H4NO from the Open Molecules 2025 dataset. Energies are from ωB97M-V with the def2-TZVPD basis set.

```
! RIJCOSX wB97M-V def2-TZVPD def2/J DEFGRID3
* xyz 1 1
C 1.27023 -0.03625 0.07161
C 0.64971 -0.92195 1.10556
C -1.18744 -0.19703 0.04034
N 0.38444 0.58545 -0.64828
O -0.58553 -0.90170 0.97792
H 2.32104 0.10953 0.08271
H -1.62182 0.80070 0.42587
H -1.69237 -0.80508 -0.84300
H 0.46173 1.36633 -1.21273
*
```

The value obtained for the HOMO energy (spin up / spin down) is -0.5327 / -0.5327 Eh.


Arrangement 2

Here is a gas-phase ion, C3H4NO (charge +1) from the Open Molecules 2025 dataset. Energies are from ωB97M-V with the def2-TZVPD basis set.

```
! RIJCOSX wB97M-V def2-TZVPD def2/J DEFGRID3
* xyz 1 1
C 0.30218 -0.10209 -0.53432
C -0.87780 0.87565 1.35717
C 0.00579 -1.28256 0.19694
N -0.64479 -1.42124 1.27254
O -1.16678 -0.20398 1.83766
H -0.34703 0.25225 -1.32392
H -1.19509 1.84359 1.71354
H 0.40520 -2.23934 -0.14533
H 1.30465 0.30134 -0.53721
*
```

The value obtained for the HOMO energy (spin up / spin down) is -0.5904 / -0.5904 Eh.


Most stable of them? arrangement 1.


Arrangement 1

Here is 2 unconnected molecules or ions with the total composition C12H12N4O4S from the Open Molecules 2025 dataset. Energies are from ωB97M-V with the def2-TZVPD basis set.

```
! RIJCOSX wB97M-V def2-TZVPD def2/J DEFGRID3
* xyz 0 1
C -2.39786 0.06168 2.48955
C -1.70461 1.34330 2.03470
C -0.19953 1.35417 2.28290
S 0.65718 0.00199 1.46932
C -0.22946 -1.30284 2.32169
C -1.73546 -1.24932 2.06774
H -2.47411 0.07630 3.58399
H -3.42378 0.06744 2.10206
H -1.88251 1.53020 0.96956
H -2.13073 2.20291 2.56755
H 0.26362 2.26487 1.87874
H 0.04518 1.26430 3.34778
H 0.20734 -2.23618 1.94081
H 0.01964 -1.19854 3.38352
H -2.18788 -2.08833 2.61254
H -1.91982 -1.45368 1.00770
N -1.24234 -3.31400 -0.76563
C -0.54831 -2.42735 -1.09139
C 0.25278 -1.31779 -1.51912
C -0.10157 -0.00915 -1.07098
C 0.60098 1.08097 -1.62746
N 0.32553 2.43787 -1.53443
O -0.51267 3.09832 -0.94155
O 1.26805 3.06667 -2.41045
N 2.11445 2.14550 -2.98061
C 1.69297 0.94030 -2.49264
C 2.13887 -0.39466 -2.82821
N 3.36939 -0.63807 -3.53429
O 4.14267 0.29899 -3.81535
O 3.63138 -1.83124 -3.82185
C 1.36634 -1.48704 -2.37477
H -1.04742 0.20617 -0.56700
H 1.64167 -2.49378 -2.68441
*
```

The value obtained for the HOMO energy is -0.3212 Eh.


Arrangement 2

Here is C12H12N4O4S in the gas phase from the Open Molecules 2025 dataset. Energies are from ωB97M-V with the def2-TZVPD basis set.

```
! RIJCOSX wB97M-V def2-TZVPD def2/J DEFGRID3
* xyz 0 1
O -2.46035 2.65654 0.38117
C -1.58061 2.08998 0.98722
N -1.14384 2.51155 2.18920
H -1.64942 3.29027 2.58717
C -0.08323 1.91769 2.97091
C 0.83618 1.14562 2.03079
N 0.03620 0.20768 1.27583
C -0.12993 -1.04617 1.73931
S 0.48303 -1.56547 3.18048
N -0.82641 -1.96463 0.96305
C -0.65658 -2.31193 -0.35652
O -1.14232 -3.32042 -0.80400
C 0.26159 -1.45676 -1.17749
C 1.61373 -1.38199 -0.86941
C 2.48843 -0.73206 -1.72582
C 2.03237 -0.17050 -2.90908
C 0.69083 -0.24707 -3.23747
C -0.18377 -0.88212 -2.36840
N -1.59569 -0.89676 -2.67488
O -1.91872 -0.81032 -3.83373
O -2.35429 -0.95877 -1.72987
H 0.30289 0.18158 -4.14901
H 2.72122 0.32486 -3.57511
H 3.53567 -0.67516 -1.47171
H 1.98253 -1.84522 0.03333
H -1.26080 -2.70768 1.50378
C -0.87994 0.86660 0.37729
H -0.34077 1.23099 -0.50712
H -1.66585 0.18547 0.04204
H 1.31535 1.82664 1.32196
H 1.59357 0.60379 2.59760
H -0.49105 1.22819 3.72125
H 0.47000 2.70557 3.48724
*
```

The value obtained for the HOMO energy is -0.3250 Eh. The SMILES is O=C1CN(C(=S)NC(=O)c2ccccc2[N+](=O)[O-])CCN1.


Most stable of them? arrangement 2.


Arrangement 1

Here is 6 unconnected molecules or ions with the total composition C10H32O11 from the Open Molecules 2025 dataset. Energies are from ωB97M-V with the def2-TZVPD basis set.

```
! RIJCOSX wB97M-V def2-TZVPD def2/J DEFGRID3
* xyz 0 1
C -0.13277 11.75086 5.41508
C -0.11783 12.89457 4.42512
O -1.20581 12.81540 3.53213
O 0.14543 10.55222 4.69011
H -1.12313 11.69761 5.88670
H 0.62633 11.88602 6.19443
H 0.83850 12.89834 3.89660
H -0.16546 13.80162 5.04156
H -1.48517 11.89881 3.42023
H 0.21544 9.82967 5.31961
C -4.71324 9.22973 4.24654
C -4.75063 10.52801 3.44226
O -3.48517 10.84187 2.85299
O -3.88844 9.31373 5.38863
H -4.29522 8.44073 3.62024
H -5.74943 8.97496 4.50481
H -4.92038 11.35584 4.13064
H -5.48981 10.46255 2.64114
H -3.18600 10.15409 2.25122
H -4.25374 9.99018 5.96743
C -3.93060 14.10092 4.70512
C -4.83418 14.75010 3.70286
O -5.09594 16.11016 4.02844
O -2.76001 14.88357 4.86491
H -3.67580 13.09833 4.34237
H -4.39907 13.96743 5.68588
H -5.78901 14.21659 3.64072
H -4.40865 14.63060 2.69516
H -4.20852 16.46889 4.17508
H -2.01934 14.41563 4.46339
C -7.67249 14.57959 6.32829
C -8.92785 13.82054 6.66262
O -8.74471 13.22900 7.94804
O -7.91815 15.31566 5.15261
H -6.82287 13.89712 6.20029
H -7.42100 15.24964 7.16169
H -9.05618 13.02649 5.91011
H -9.81314 14.45610 6.60377
H -9.58429 12.84208 8.20977
H -7.27363 16.02462 5.06767
C -1.48688 14.97804 8.25618
C -1.35483 16.17792 9.14806
O -0.72372 17.29325 8.54291
O -0.27485 14.19872 8.25091
H -1.80410 15.26249 7.24590
H -2.26028 14.30933 8.65892
H -0.73589 15.89643 10.00151
H -2.34881 16.43079 9.53461
H -1.26584 17.61892 7.81922
H -0.47556 13.38769 7.77508
O -5.88811 17.04936 1.37612
H -5.99215 16.37273 0.70296
H -5.42248 16.62031 2.10578
*
```

The value obtained for the HOMO energy is -0.3801 Eh. The SMILES is OCCO.OCCO.OCCO.OCCO.OCCO.O.


Arrangement 2

Here is 6 unconnected molecules or ions with the total composition C10H32O11 from the Open Molecules 2025 dataset. Energies are from ωB97M-V with the def2-TZVPD basis set.

```
! RIJCOSX wB97M-V def2-TZVPD def2/J DEFGRID3
* xyz 0 1
O 32.72506 -7.01468 -2.50887
H 32.18747 -6.69728 -3.17136
H 33.13153 -7.83094 -2.83089
C 29.74549 -14.64352 -3.89432
C 29.48967 -15.90605 -3.20713
O 29.82840 -16.93463 -4.05049
O 29.88521 -13.65234 -2.91329
H 28.89916 -14.49219 -4.61456
H 30.71955 -14.67293 -4.47197
H 28.44219 -15.88390 -3.06017
H 30.02895 -16.03493 -2.24359
H 29.69767 -16.58530 -4.94303
H 29.05714 -13.08365 -2.80809
C 28.32817 -10.27372 -5.51406
C 28.93628 -10.25459 -4.08994
O 28.33344 -11.30968 -3.32723
O 29.06736 -9.25439 -6.24448
H 27.17916 -10.17637 -5.61082
H 28.68239 -11.24205 -5.99005
H 28.53266 -9.37004 -3.57840
H 29.98673 -10.29111 -4.14803
H 27.49014 -10.99524 -3.02007
H 28.44361 -8.74700 -6.73829
C 32.99140 -8.85926 0.79061
C 31.55514 -8.54459 0.33467
O 31.40089 -9.42883 -0.77358
O 33.13347 -8.33124 2.03666
H 33.74248 -8.47409 0.08413
H 33.21104 -9.91247 0.89767
H 31.64280 -7.56072 -0.04451
H 30.77932 -8.47564 1.06770
H 30.47698 -9.52763 -1.12598
H 32.42275 -8.56172 2.62768
C 30.26990 -12.00489 -8.04198
C 31.62487 -11.37518 -7.88090
O 31.67402 -10.75123 -6.60415
O 30.19961 -12.93100 -9.11705
H 29.50210 -11.25792 -8.16277
H 29.98945 -12.56061 -7.13373
H 31.66341 -10.64417 -8.73177
H 32.43013 -12.07243 -7.97321
H 31.56155 -11.46500 -5.87035
H 30.11792 -12.50967 -9.91459
C 32.97826 -10.07164 -3.65057
C 32.46204 -11.53273 -3.35982
O 31.60213 -12.10714 -4.36288
O 33.81113 -9.66813 -2.58742
H 32.14929 -9.31030 -3.72054
H 33.56417 -10.12490 -4.55824
H 31.95670 -11.42870 -2.38960
H 33.30912 -12.20655 -3.06153
H 31.07749 -12.70573 -3.87933
H 33.09021 -9.64165 -1.92562
*
```

The value obtained for the HOMO energy is -0.3501 Eh. The SMILES is OCCO.OCCO.OCCO.OCCO.OCCO.O.


Most stable of them? arrangement 1.